Computed, not measured: a molecular structure, C10H21ClMnNO3P2 in a non-equilibrium geometry, with wB97M-V/def2-TZVPD.

Its HOMO energy (spin up / spin down) is -0.6163 / -0.6118 Eh. As for the spin multiplicity: 5. The expectation value of S² is 6.330. The calculation puts the energy above the lowest of the compared OMol25 structures with the same formula, charge and spin at 0.060 eV. As for the charge: +2.

The geometry in XYZ format:
```
39
Properties=species:S:1:pos:R:3:forces:R:3
C 3.164 -0.689 -2.497 0.185 -0.421 -0.068
C 2.401 0.010 -1.417 1.463 4.856 -2.065
H 3.800 0.031 -3.019 -0.234 0.019 0.131
H 2.470 -1.138 -3.224 0.151 0.060 0.189
H 3.786 -1.484 -2.068 -0.190 0.052 -0.081
O 2.245 1.247 -1.399 -0.112 -4.339 0.507
Cl -1.351 -0.204 1.882 -0.050 0.180 -0.278
Mn 0.252 -0.045 0.445 -0.642 1.338 3.137
P -0.721 1.756 -0.715 -1.273 2.247 -0.953
C 0.101 3.317 -0.260 0.593 -0.447 0.466
C -0.666 1.735 -2.543 0.529 -0.771 0.154
H -1.194 2.617 -2.928 0.080 -0.160 0.261
H -2.874 2.861 -0.966 0.295 -0.138 0.019
H -1.139 0.826 -2.937 0.024 0.265 -0.002
H -3.076 1.139 -0.518 0.065 0.286 0.063
H 1.166 3.227 -0.508 -0.315 0.163 0.085
H 0.383 1.762 -2.861 -0.314 0.074 -0.065
C -2.490 2.046 -0.339 0.117 -0.580 0.409
H -0.345 4.161 -0.803 -0.093 -0.341 -0.001
H -2.586 2.318 0.718 0.003 -0.063 -0.207
H 0.001 3.474 0.822 -0.002 -0.001 -0.273
P -0.752 -1.726 -0.780 -1.222 -1.816 -0.901
C -0.603 -3.240 0.226 0.276 0.387 0.314
C -2.545 -1.534 -1.054 0.002 0.391 0.111
H -0.028 -1.375 -3.083 -0.061 -0.260 0.038
H -0.805 -2.971 -2.847 0.205 0.198 0.146
H 0.878 -2.705 -2.298 -0.251 0.037 -0.049
C -0.110 -2.240 -2.411 0.227 0.356 0.011
H -2.754 -0.678 -1.707 0.018 -0.264 0.064
H -2.931 -2.446 -1.528 0.189 0.170 0.101
H -1.033 -4.090 -0.318 0.090 0.231 0.028
H -1.129 -3.091 1.176 0.091 -0.107 -0.192
H -3.048 -1.379 -0.091 0.121 -0.064 -0.223
H 0.459 -3.426 0.433 -0.252 -0.144 -0.005
C 1.907 -0.853 -0.284 3.273 -3.912 2.451
O 2.491 -1.789 0.240 -2.369 3.429 -2.076
O 3.000 2.101 2.953 -2.103 -1.560 -1.949
C 2.230 1.524 2.250 2.928 2.128 2.687
N 1.447 0.951 1.551 -1.442 -1.478 -1.980
```
Positions in Å, forces in eV/Å.

Atomic partial charges in e from the natural (NBO) method, atoms 1 to 8:
1. C -0.71
2. C 0.49
3. H 0.30
4. H 0.27
5. H 0.27
6. O -0.41
7. Cl -0.22
8. Mn 0.78

***

Computed, not measured: a gas-phase ion, C10H21ClN (charge +1) in a non-equilibrium geometry, with wB97M-V/def2-TZVPD.

Its HOMO energy (spin up / spin down) is -0.4000 / -0.4722 Eh. The calculation puts the energy above the lowest of the compared OMol25 structures with the same formula, charge and spin at 3.121 eV. As for the charge: +1.

The geometry in XYZ format:
```
33
Properties=species:S:1:pos:R:3:forces:R:3
C 0.305 -0.837 -0.746 2.612 1.992 3.024
C -0.453 -0.960 0.744 1.968 2.948 -2.130
C 0.607 0.394 -1.692 -0.328 -1.506 1.970
C -1.754 1.080 1.464 -0.501 2.502 -2.626
C -0.505 -0.166 3.111 -0.425 -1.921 0.280
C 1.948 0.880 -3.684 2.716 -1.499 1.426
C 2.401 2.183 -1.397 -1.289 1.335 -3.320
C -1.738 -3.027 1.511 -1.911 1.937 1.605
C -0.451 0.274 1.637 -0.845 -0.747 0.476
C 1.986 0.829 -2.131 0.233 0.871 0.057
N -1.730 -1.676 0.821 1.247 -0.049 0.992
Cl -0.692 1.403 -2.111 -0.290 0.188 -0.093
H 1.389 -1.083 -0.465 -1.515 -0.294 -0.355
H -0.113 -1.605 -1.267 -0.920 -2.329 -1.936
H -1.718 2.077 1.954 0.314 -0.757 0.180
H -2.743 0.697 1.778 0.578 -0.424 0.073
H -1.869 1.431 0.364 0.072 -0.855 1.565
H 0.241 -0.921 3.479 -0.456 0.757 -0.650
H -1.545 -0.586 3.382 1.447 0.638 -0.428
H -0.382 0.720 3.660 0.081 1.063 1.199
H 2.947 1.049 -4.125 -0.476 0.148 0.316
H 1.301 1.610 -3.917 -2.134 2.791 -1.381
H 1.575 -0.041 -4.086 -0.167 -0.641 -0.123
H 1.856 2.279 -0.447 0.609 0.250 -0.286
H 2.123 3.043 -2.161 -0.190 -1.365 1.831
H 3.471 2.373 -1.399 0.165 -0.643 0.736
H -1.321 -2.735 2.483 0.054 -1.015 -0.142
H -2.839 -3.275 1.642 1.520 -0.088 -0.254
H -1.179 -3.731 0.949 0.484 -0.579 -0.348
H 0.379 0.990 1.394 -0.483 -1.095 0.247
H 2.820 0.181 -1.916 -0.360 -1.118 0.666
H -2.362 -1.010 1.280 -0.443 -0.384 -0.276
H -1.955 -1.837 -0.109 -1.366 -0.111 -2.294
```
Positions in Å, forces in eV/Å.

Atomic partial charges in e from the natural (NBO) method, atoms 1 to 8:
1. C -0.52
2. C 0.31
3. C 0.05
4. C -0.67
5. C -0.61
6. C -0.58
7. C -0.61
8. C -0.40